# 1
# C6H12NO

A cluster of 2 separate species, C6H12NO in total (wB97M-V/def2-TZVPD, OMol25).

Structure (XYZ):
```
20
Properties=species:S:1:pos:R:3:forces:R:3
C 2.082197 1.251704 0.018260 0.3 0.2 -0.5
O 2.859663 0.739825 0.834127 0.5 -0.1 0.7
C 0.215904 0.238416 0.264715 0.8 0.5 -0.4
C 0.515864 -0.885003 -0.740640 -0.4 0.0 0.7
C -0.888997 -0.997478 -0.366556 -0.3 -1.3 -1.2
C -1.974280 -0.719089 -1.220879 0.4 0.0 -0.1
C -3.063510 0.139279 -0.663903 -0.9 -0.7 -0.1
N 0.384228 0.053345 1.669119 0.2 0.0 -0.1
H 2.253043 1.028002 -1.044969 -0.4 0.0 -0.2
H 1.639708 2.246272 0.203067 -0.1 0.0 0.1
H -0.286730 1.112525 -0.118339 -0.2 0.0 0.3
H 0.735221 -0.597712 -1.760132 0.1 0.2 -0.1
H 1.205512 -1.589682 -0.293551 0.2 -0.1 -0.1
H -1.016136 -1.698392 0.457558 -0.2 0.5 0.7
H -1.734028 -0.623084 -2.287067 0.0 0.4 0.3
H -3.917992 0.175155 -1.337642 -0.2 0.2 -0.3
H -3.509697 -0.303340 0.241230 0.3 0.2 0.2
H -2.807014 1.186722 -0.442890 0.2 0.1 0.2
H 1.389462 0.096281 1.881566 -0.1 0.0 0.0
H 0.061518 -0.869020 1.941069 -0.2 0.1 0.1
```
Positions in Å, forces in eV/Å.

The total energy is -9950.413 eV. As for the multiplicity: 1. As for the total charge: -1. As for the energy above the lowest of the compared OMol25 structures with the same formula, charge and spin: 283.0 kJ/mol. The LUMO energy comes out at 4.22 eV.

natural (NBO) population analysis, charges in e, atoms 1 to 2: 0.1721, -0.7278

# 2
# C6H12NO

A cluster of 2 separate species, C6H12NO in total (wB97M-V/def2-TZVPD, OMol25).

Structure (XYZ):
```
20
Properties=species:S:1:pos:R:3:forces:R:3
C 2.023208 1.100784 0.449516 3.3 0.5 0.3
O 3.014295 0.330608 0.345434 -1.1 0.6 -0.1
C 0.339252 0.064010 -0.218955 1.6 -1.4 -2.2
C 0.142545 -0.928484 0.929461 -2.8 1.2 0.1
C -1.069857 -0.718652 0.015082 -0.1 -0.1 1.9
C -2.235374 -0.040164 0.568350 0.4 0.4 -0.5
C -3.248545 0.589365 -0.354215 0.6 -1.7 -2.0
N 1.044349 -0.543136 -1.349867 -0.3 -0.7 -0.2
H 1.801995 1.471060 1.469068 -0.9 -0.4 -0.2
H 1.922759 1.910822 -0.313295 -0.3 -0.4 0.0
H 0.090797 1.075397 -0.471273 -0.6 0.2 1.2
H -0.061579 -0.473924 1.895194 0.3 -0.1 0.0
H 0.487199 -1.956855 0.952107 1.0 0.5 -0.5
H -1.002250 -1.481529 -0.765245 -0.6 0.0 -0.4
H -2.570413 -0.378897 1.523571 -0.1 -0.2 0.7
H -4.051697 -0.121196 -0.719798 -0.2 0.6 0.6
H -2.664275 0.598935 -1.293278 -0.2 0.7 -0.1
H -3.682396 1.595179 -0.256923 0.2 -0.2 0.6
H 0.477674 -0.846167 -2.127687 -0.2 0.3 0.1
H 1.954478 -0.238892 -1.647889 0.1 0.3 0.6
```
Positions in Å, forces in eV/Å.

The total energy is -9948.850 eV. As for the multiplicity: 1. As for the total charge: -1. As for the energy above the lowest of the compared OMol25 structures with the same formula, charge and spin: 433.8 kJ/mol. The LUMO energy comes out at 4.10 eV.

natural (NBO) population analysis, charges in e, atoms 1 to 2: 0.1854, -0.6957

# 3
# C6H12NO

A cluster of 2 separate species, C6H12NO in total (wB97M-V/def2-TZVPD, OMol25).

Structure (XYZ):
```
20
Properties=species:S:1:pos:R:3:forces:R:3
C -2.703629 0.109224 -0.084859 -1.5 -3.1 -0.6
O -3.628561 -0.174976 0.644780 -0.4 0.2 0.5
C -1.301891 0.058643 0.339011 -1.3 2.6 -0.6
C -0.239906 0.415956 -0.698208 0.0 -0.5 1.1
C 1.154170 0.433069 -0.076793 0.0 0.2 -0.9
C 2.015947 1.456770 -0.504238 -0.4 0.0 -0.4
C 2.768370 -0.705997 1.254726 -0.4 -0.1 -0.3
N 1.450021 -0.570752 0.677448 0.1 -0.6 0.6
H -2.976318 0.336466 -1.125305 0.6 0.7 -0.3
H -3.227372 -2.072430 -1.531284 -0.1 -0.2 0.0
H -1.071398 -0.501535 1.229264 0.0 -0.2 0.0
H -1.842091 1.040037 0.663409 2.4 0.5 1.0
H -0.270068 -0.340216 -1.492247 0.2 0.3 -0.1
H -0.436849 1.412491 -1.070654 -0.2 0.0 -0.5
H 3.082190 1.450852 -0.387487 0.2 0.1 0.2
H 1.578043 2.220135 -1.132726 0.2 0.1 0.0
H 3.424580 0.140445 1.071878 0.2 0.0 0.1
H 2.662786 -0.879899 2.324926 0.1 0.0 0.0
H 3.195209 -1.612812 0.822874 0.2 0.0 0.1
H -3.633241 -2.215479 -0.924511 0.1 0.0 -0.2
```
Positions in Å, forces in eV/Å.

The expectation value of S² is 0.780. The total energy is -9949.581 eV. As for the multiplicity: 2. As for the total charge: 0. As for the energy above the lowest of the compared OMol25 structures with the same formula, charge and spin: 218.8 kJ/mol. The LUMO energy (alpha / beta) comes out at 0.83 / -1.18 eV.

natural (NBO) population analysis, charges in e, atoms 1 to 2: 0.3603, -0.5897

# 4
# C6H12NO

The ion C6H12NO with charge +1 (wB97M-V/def2-TZVPD, OMol25).

Structure (XYZ):
```
20
Properties=species:S:1:pos:R:3:forces:R:3
C -1.760068 -1.093086 -1.484958 1.4 -3.0 -1.5
C -0.793519 -0.988118 -0.600768 0.9 0.6 3.8
C 0.400533 1.408542 -0.976580 -0.3 -0.9 0.3
C 1.152117 0.641242 0.092415 -1.5 2.0 1.2
C -0.307270 0.396368 -0.014063 -1.4 -0.3 -1.4
C -0.151051 -2.246845 0.175420 -1.6 3.0 -1.1
N 1.450558 1.440051 1.353720 2.0 -4.3 1.0
O -1.006106 1.064717 1.123103 1.5 -1.2 -1.5
H -1.855719 -2.167061 -1.883401 -0.6 1.7 0.7
H -2.052357 -0.333509 -2.151843 -0.8 1.1 -0.3
H 0.109864 2.389856 -0.627998 0.3 0.4 -0.5
H 0.614933 1.256634 -2.075608 -0.5 0.0 1.6
H 1.884802 -0.097700 -0.033066 0.7 -0.8 -0.6
H -0.061935 -1.989572 1.231007 0.5 0.1 -0.1
H -0.902076 -3.019547 0.145820 0.4 -0.7 -0.5
H 0.785595 -2.334866 -0.364837 0.2 -1.0 0.4
H 1.706421 2.376151 1.148325 1.7 0.9 -0.1
H 2.086507 0.697369 1.935349 -1.1 3.3 -1.5
H 0.659873 1.564490 1.951456 -1.6 -0.4 0.3
H -1.961102 1.034883 1.056506 -0.3 -0.3 -0.4
```
Positions in Å, forces in eV/Å.

The total energy is -9944.535 eV. As for the multiplicity: 1. Its SMILES is C=C(C)[C@]1(O)C[C@H]1[NH3+]. As for the total charge: +1. As for the energy above the lowest of the compared OMol25 structures with the same formula, charge and spin: 248.0 kJ/mol. The LUMO energy comes out at -3.60 eV.

natural (NBO) population analysis, charges in e, atoms 1 to 2: -0.3611, -0.0062

# 5
# C6H12NO

The ion C6H12NO with charge +1 (wB97M-V/def2-TZVPD, OMol25).

Structure (XYZ):
```
20
Properties=species:S:1:pos:R:3:forces:R:3
C 2.528278 -0.808634 -0.164101 -0.1 -1.5 -1.3
C 1.089231 -1.286797 -0.211874 -0.6 0.0 1.0
C 0.195974 -0.192529 0.340103 -1.2 -0.7 -0.7
C -1.130818 -0.138828 0.083375 0.7 0.8 0.7
C -2.004242 0.812961 0.754266 -0.3 -0.9 0.2
C -3.326210 0.873284 0.540771 0.2 0.8 0.0
O -4.124075 1.535126 1.412831 0.5 -0.2 -0.3
N 2.630254 0.381696 -1.136520 -0.3 -0.2 0.9
H 3.147596 -1.623110 -0.540283 0.3 0.4 -0.2
H 2.889400 -0.573658 0.821998 -0.1 0.6 0.2
H 0.782637 -1.638741 -1.202679 0.2 0.5 -0.2
H 0.951951 -2.208802 0.374504 0.5 0.3 0.2
H 0.594713 0.458293 1.106661 0.2 0.2 0.0
H -1.595181 -0.920320 -0.492902 -0.1 0.0 -0.6
H -1.631114 1.293952 1.648886 0.1 0.1 0.0
H -3.797504 0.567039 -0.390182 0.0 -0.5 0.2
H -5.022189 1.473914 1.098036 -0.5 0.2 0.0
H 2.932512 1.226387 -0.654600 0.3 0.1 -0.1
H 1.669849 0.568041 -1.444425 -0.1 0.1 -0.1
H 3.218933 0.200717 -1.943859 0.2 0.0 0.0
```
Positions in Å, forces in eV/Å.

The total energy is -9946.259 eV. As for the multiplicity: 1. Its SMILES is [NH3+]CC/C=C/C=C/O. As for the total charge: +1. As for the energy above the lowest of the compared OMol25 structures with the same formula, charge and spin: 81.6 kJ/mol. The LUMO energy comes out at -3.44 eV.

natural (NBO) population analysis, charges in e, atoms 1 to 2: -0.2151, -0.4727

# 6
# C6H12NO

A structure of composition C6H12NO (wB97M-V/def2-TZVPD, OMol25).

Structure (XYZ):
```
20
Properties=species:S:1:pos:R:3:forces:R:3
C -0.957345 1.937217 1.491142 2.4 0.8 2.0
C -1.644524 1.791986 0.414802 -1.1 0.3 -1.1
C 0.090667 0.886214 1.721460 -3.6 -0.4 -5.1
C -0.367768 -0.052893 0.090470 2.4 2.4 5.0
C -0.713499 -1.440582 0.410556 1.7 -1.4 -1.2
C 0.951628 -0.826507 -1.879123 -0.3 -2.6 -3.5
N 0.955279 0.137878 -0.834658 -0.5 0.2 2.0
O -1.354506 0.720965 -0.391401 0.0 -1.0 -1.4
H -0.969578 2.824894 2.120139 -0.5 -0.3 -0.1
H -2.467906 2.342716 0.037086 -0.4 0.6 -0.2
H 1.064958 1.146708 1.618450 3.0 1.2 -0.4
H -0.021549 0.431216 2.627173 -0.6 -2.1 2.1
H -1.618546 -1.469221 0.968514 -0.8 0.0 0.3
H 0.095396 -1.885193 1.021876 -0.4 0.1 -0.3
H -0.774992 -2.032789 -0.520153 -0.5 0.0 0.6
H -0.082220 -1.058652 -2.263965 0.9 0.3 0.7
H 1.455274 -0.482093 -2.822609 0.1 -0.2 1.2
H 1.415848 -1.806109 -1.500923 -0.7 1.6 -0.7
H 0.888415 1.120868 -1.085123 0.0 0.1 -0.6
H 1.892025 0.010158 -0.396596 -1.1 0.4 0.6
```
Positions in Å, forces in eV/Å.

The total energy is -9944.976 eV. As for the multiplicity: 1. As for the total charge: +1. As for the energy above the lowest of the compared OMol25 structures with the same formula, charge and spin: 205.4 kJ/mol. The LUMO energy comes out at -3.28 eV.

natural (NBO) population analysis, charges in e, atoms 1 to 2: -0.2952, 0.1237

Q: Among the records above, which one has the highest multiplicity?
A: number 3